Entry 1:
Molecular formula: C22H29N3O2
Method: DFT, ωB97M-V/def2-TZVPD

Summary:
E_tot (a.u.): -1170.50019
Kohn-Sham gap (eV): 8.5517
SMILES string: CCN(CC)CCNC(=O)c1ccc(-n2c(C)cc3c2CCCC3=O)cc1
Molar mass (g mol⁻¹): 367.5
Energy above the lowest of the compared OMol25 structures with the same formula, charge and spin (eV): 1.323

Last column: natural (NBO) charge in e.
CARTESIAN COORDINATES (ANGSTROEM)
1 C -2.33 -7.16 -0.32  -0.61
2 C -1.40 -6.02 -0.70  -0.21
3 N -1.46 -4.94 0.27  -0.45
4 C -0.19 -4.26 0.47  -0.22
5 C 0.34 -3.43 -0.71  -0.64
6 C -2.60 -4.08 0.05  -0.22
7 C -2.86 -3.10 1.21  -0.24
8 N -2.19 -1.83 1.03  -0.61
9 C -1.30 -1.33 1.92  0.66
10 O -1.00 -1.89 2.95  -0.62
11 C -0.67 -0.04 1.51  -0.14
12 C 0.64 0.19 1.91  -0.15
13 C 1.29 1.36 1.57  -0.24
14 C 0.62 2.33 0.84  0.24
15 N 1.27 3.53 0.48  -0.38
16 C 1.89 4.41 1.35  0.14
17 C 1.90 4.19 2.83  -0.64
18 C 2.40 5.44 0.63  -0.24
19 C 2.09 5.20 -0.74  -0.25
20 C 1.38 4.01 -0.79  0.22
21 C 0.92 3.35 -2.04  -0.43
22 C 1.82 3.83 -3.17  -0.38
23 C 1.88 5.36 -3.21  -0.50
24 C 2.42 5.97 -1.92  0.57
25 O 3.04 7.01 -1.92  -0.55
26 C -0.70 2.12 0.45  -0.24
27 C -1.33 0.94 0.78  -0.18
28 H -3.38 -6.87 -0.39  0.20
29 H -2.13 -7.46 0.71  0.21
30 H -2.17 -8.01 -0.97  0.21
31 H -1.65 -5.67 -1.72  0.16
32 H -0.38 -6.40 -0.72  0.20
33 H -0.29 -3.62 1.35  0.21
34 H 0.54 -5.03 0.72  0.19
35 H -0.33 -2.61 -0.95  0.19
36 H 1.31 -3.02 -0.46  0.22
37 H 0.45 -4.05 -1.60  0.20
38 H -2.53 -3.50 -0.89  0.15
39 H -3.47 -4.73 -0.03  0.21
40 H -3.94 -2.92 1.28  0.20
41 H -2.51 -3.53 2.15  0.25
42 H -2.35 -1.35 0.17  0.39
43 H 1.14 -0.57 2.50  0.24
44 H 2.32 1.52 1.87  0.23
45 H 0.98 3.70 3.15  0.22
46 H 2.74 3.58 3.14  0.22
47 H 1.98 5.15 3.33  0.23
48 H 2.93 6.29 1.00  0.23
49 H 0.95 2.26 -1.94  0.22
50 H -0.12 3.64 -2.25  0.21
51 H 1.45 3.46 -4.13  0.21
52 H 2.83 3.44 -3.03  0.21
53 H 2.49 5.71 -4.04  0.23
54 H 0.87 5.76 -3.35  0.22
55 H -1.22 2.88 -0.10  0.23
56 H -2.37 0.80 0.49  0.21


Entry 2:
Molecular formula: C17H41BFN4O5S2
Method: DFT, ωB97M-V/def2-TZVPD

Summary:
E_tot (a.u.): -2188.68734
Kohn-Sham gap (eV): 6.7270
Charge: -1
Molar mass (g mol⁻¹): 475.5

Last column: Mulliken charge in e.
CARTESIAN COORDINATES (ANGSTROEM)
1 C -3.04 -3.07 2.85  -1.01
2 C -2.27 -3.34 1.54  -0.45
3 C -1.08 -2.45 1.40  0.63
4 O -0.09 -2.69 1.99  -0.58
5 O -1.17 -1.38 0.61  -0.40
6 C -1.44 -0.15 1.40  -0.18
7 C -2.78 0.47 1.02  -1.14
8 B -2.78 2.10 0.73  0.62
9 F -4.18 2.55 0.99  -0.45
10 C -1.88 2.96 1.81  -0.61
11 C -2.12 2.55 3.27  -1.55
12 N -0.95 1.88 3.88  0.63
13 C -1.24 1.43 5.25  -0.52
14 C -0.20 0.39 5.69  -1.25
15 C 0.16 2.75 3.95  0.43
16 C -0.05 4.25 4.17  -1.21
17 O 1.26 2.37 3.82  -0.56
18 C -2.47 2.53 -0.83  -1.74
19 C -1.25 1.91 -1.48  1.40
20 N -1.41 0.51 -1.83  -0.41
21 N -1.06 2.64 -2.82  -0.93
22 N -0.03 2.07 -0.71  -0.54
23 H -2.58 -3.56 3.70  0.31
24 H -3.08 -2.00 3.02  0.17
25 H -4.07 -3.39 2.72  0.34
26 H -2.98 -3.25 0.72  0.34
27 H -1.94 -4.37 1.55  0.43
28 H -0.60 0.53 1.37  0.33
29 H -1.51 -0.48 2.43  0.18
30 H -3.24 -0.01 0.16  0.41
31 H -3.47 0.32 1.86  0.26
32 H -0.82 3.01 1.56  0.34
33 H -2.26 3.99 1.72  0.16
34 H -2.43 3.44 3.85  0.39
35 H -2.96 1.87 3.35  0.63
36 H -2.23 0.99 5.33  0.43
37 H -1.15 2.28 5.94  0.34
38 H -0.03 -0.34 4.91  0.26
39 H 0.74 0.88 5.90  0.29
40 H -0.49 -0.11 6.61  0.41
41 H -0.71 4.41 5.03  0.31
42 H 0.91 4.71 4.32  0.44
43 H -0.49 4.65 3.26  0.22
44 H -3.33 2.30 -1.46  0.11
45 H -2.36 3.62 -0.86  0.26
46 H -0.48 0.09 -1.90  0.06
47 H -1.75 0.48 -2.78  0.36
48 H -0.66 3.55 -2.59  0.35
49 H -0.30 2.14 -3.28  0.23
50 H 0.14 3.03 -0.46  0.22
51 H 0.76 1.69 -1.22  0.24
52 C 1.60 -2.45 -2.03  -0.91
53 S 1.87 -2.19 -3.78  0.60
54 O 1.23 -0.89 -4.14  -0.64
55 C 0.77 -3.50 -4.34  -1.01
56 H 2.16 -1.70 -1.48  0.35
57 H 0.53 -2.34 -1.80  0.14
58 H 1.94 -3.45 -1.75  0.46
59 H -0.23 -3.32 -3.96  0.34
60 H 1.15 -4.46 -3.99  0.35
61 H 0.76 -3.49 -5.43  0.32
62 C 6.01 -3.02 -7.01  -0.90
63 S 6.44 -3.10 -5.26  0.46
64 O 5.25 -3.58 -4.53  -0.55
65 C 6.53 -1.32 -5.02  -0.91
66 H 5.86 -4.04 -7.36  0.31
67 H 5.09 -2.45 -7.13  0.27
68 H 6.82 -2.55 -7.57  0.36
69 H 5.57 -0.86 -5.27  0.27
70 H 7.32 -0.90 -5.64  0.37
71 H 6.75 -1.13 -3.97  0.31


Entry 3:
Molecular formula: C4H14N3O
Method: DFT, ωB97M-V/def2-TZVPD

Summary:
E_tot (a.u.): -400.28010
Kohn-Sham gap (eV): 6.9949
Charge: -1
Molar mass (g mol⁻¹): 120.2
Energy above the lowest of the compared OMol25 structures with the same formula, charge and spin (eV): 0.548

Last column: natural (NBO) charge in e.
CARTESIAN COORDINATES (ANGSTROEM)
1 N -2.37 -1.18 -0.13  -0.84
2 C -1.02 -1.71 -0.29  -0.26
3 C -0.26 -1.14 -1.48  -0.23
4 N 1.17 -1.59 -1.44  -0.92
5 H -2.63 -1.33 0.80  0.35
6 H -3.04 -1.69 -0.71  0.33
7 H -1.04 -2.80 -0.36  0.14
8 H -0.43 -1.44 0.62  0.25
9 H -0.85 -1.30 -2.39  0.15
10 H -0.24 -0.05 -1.30  0.17
11 H 1.67 -1.21 -2.22  0.33
12 H 1.57 -1.16 -0.54  0.44
13 C 1.32 1.04 0.60  -0.03
14 O 1.47 -0.31 0.91  -0.97
15 C 0.00 1.66 1.12  -0.25
16 N -0.13 3.03 0.69  -0.87
17 H 2.13 1.67 1.05  0.09
18 H 1.40 1.27 -0.51  0.10
19 H -0.79 1.02 0.67  0.19
20 H -0.06 1.52 2.22  0.14
21 H -1.04 3.48 0.79  0.35
22 H 0.61 3.64 1.07  0.34


Entry 4:
Molecular formula: C23H47CoNO2S2Si2
Method: DFT, ωB97M-V/def2-TZVPD

Summary:
E_tot (a.u.): -3867.55733
Kohn-Sham gap (spin up / spin down) (eV): 7.4060 / 7.1290
2S+1: 5
Charge: +1
Molar mass (g mol⁻¹): 548.9
Energy above the lowest of the compared OMol25 structures with the same formula, charge and spin (eV): 2.205

Last column: Löwdin spin population.
CARTESIAN COORDINATES (ANGSTROEM)
1 O -1.33 -2.76 -1.29  0.00
2 O -2.38 -0.84 -2.54  0.00
3 C 0.01 -3.43 -1.35  0.00
4 C 0.26 -4.74 -0.64  0.00
5 H 0.63 -2.65 -0.88  0.00
6 H 0.30 -3.49 -2.39  0.00
7 H 0.42 -4.59 0.43  0.00
8 H 1.19 -5.12 -1.09  0.00
9 H -0.52 -5.50 -0.79  0.00
10 C -1.92 -2.69 0.02  0.00
11 C -3.33 -3.28 0.07  0.00
12 H -1.93 -1.61 0.20  0.00
13 H -1.26 -3.07 0.82  0.00
14 H -4.00 -2.96 -0.72  0.00
15 H -3.69 -2.96 1.06  0.00
16 H -3.38 -4.38 0.07  0.00
17 C -3.49 0.25 -2.36  0.00
18 C -2.26 -1.58 -3.77  0.00
19 C -4.45 -0.27 -1.35  0.00
20 H -3.90 0.22 -3.36  0.00
21 H -2.97 1.20 -2.03  0.00
22 H -4.90 -1.24 -1.68  0.00
23 H -5.32 0.41 -1.34  0.00
24 H -3.99 -0.35 -0.34  0.00
25 C -3.34 -2.63 -3.77  0.00
26 H -1.24 -2.03 -3.77  0.00
27 H -2.40 -0.89 -4.62  0.00
28 H -3.26 -3.30 -2.89  0.00
29 H -3.19 -3.17 -4.69  0.00
30 H -4.36 -2.22 -3.81  0.00
31 H -1.86 -1.38 -1.86  0.00
32 Co 1.39 0.75 1.05  2.79
33 C 0.38 0.67 -0.59  0.26
34 Si 0.74 1.07 -2.45  0.04
35 H -0.66 0.98 -0.41  0.02
36 H 0.47 -0.42 -0.42  0.02
37 C 1.67 -0.38 -3.19  0.00
38 C 1.75 2.58 -2.04  0.00
39 C -0.59 1.66 -3.66  0.01
40 C 3.03 1.69 0.63  0.34
41 Si 3.92 1.27 2.20  0.08
42 H 2.80 2.75 0.44  0.02
43 H 3.50 1.30 -0.29  0.02
44 C 5.54 2.22 2.04  0.04
45 C 4.24 -0.57 2.26  0.00
46 C 3.04 1.84 3.76  0.00
47 H -0.09 2.52 -4.14  0.00
48 H -1.51 2.01 -3.17  0.00
49 H -0.79 0.92 -4.44  0.00
50 H 2.53 -0.62 -2.53  0.00
51 H 2.04 -0.01 -4.16  0.00
52 H 1.04 -1.26 -3.35  0.00
53 H 2.81 2.31 -1.94  0.00
54 H 1.34 3.02 -1.10  0.00
55 H 1.61 3.29 -2.86  0.00
56 H 4.14 -1.06 1.29  0.00
57 H 3.56 -1.08 2.96  0.00
58 H 5.27 -0.70 2.61  0.00
59 H 2.45 1.05 4.25  0.00
60 H 2.38 2.69 3.57  0.00
61 H 3.82 2.17 4.47  0.00
62 H 5.96 2.42 3.03  0.01
63 H 5.39 3.18 1.53  0.00
64 H 6.28 1.65 1.46  0.00
65 S 1.10 -1.37 1.89  0.10
66 C 0.20 -0.26 2.79  0.05
67 N 0.13 1.03 2.27  0.11
68 C -0.50 1.96 3.04  0.01
69 C -0.53 3.36 2.79  0.01
70 C -0.84 4.18 3.88  0.00
71 C -1.13 3.63 5.16  0.01
72 C -1.10 2.25 5.37  0.00
73 C -0.85 1.42 4.30  0.01
74 S -0.31 -0.25 4.42  0.02
75 H -0.39 3.78 1.79  0.00
76 H -0.89 5.25 3.76  0.00
77 H -1.33 4.31 5.99  0.00
78 H -1.16 1.86 6.40  0.00


Table of F_max (hartree/bohr), in record order: 0.0129, 0.0747, 0.0382, 0.0741